(1)
A molecular structure, C47H83AsBaF2P2Si4 in a non-equilibrium geometry, computed with wB97M-V/def2-TZVPD.

CARTESIAN COORDINATES (ANGSTROEM)
Ba 0.2311 -0.4150 0.7037
C -3.4551 0.9575 1.5512
Si -2.0550 1.2684 0.2773
C -3.1533 1.0364 -1.2915
C -3.8814 2.1356 -1.7402
C -4.8859 2.0277 -2.6852
C -5.2009 0.7834 -3.1993
C -4.4638 -0.3171 -2.8019
C -3.4322 -0.2098 -1.8719
P -2.3800 -1.6383 -1.3879
C -3.4527 -3.1865 -1.3301
C -4.5237 -2.9439 -0.2634
C -5.1928 -4.2521 0.1514
C -5.7960 -4.9429 -1.0665
C -4.7244 -5.1778 -2.1255
C -4.0905 -3.8525 -2.5480
C -1.3229 -1.8112 -2.9350
C -1.9835 -1.6091 -4.3041
C -1.0944 -2.1562 -5.4314
C 0.3796 -2.0685 -5.0550
C 0.6778 -2.9948 -3.8677
C -0.5201 -3.1092 -2.9141
C -1.7477 3.1574 0.2303
C -2.6755 4.0147 0.8118
C -2.6439 5.3821 0.6133
C -1.6828 5.9213 -0.2240
C -0.7150 5.1000 -0.7708
C -0.7112 3.7303 -0.5188
P 0.6805 2.6522 -1.0278
C 2.1992 3.4909 -0.2595
C 2.7247 4.8236 -0.7950
C 3.8715 5.3410 0.0741
C 3.4480 5.5481 1.5384
C 2.0665 4.9583 1.8120
C 1.9564 3.5396 1.2658
C 0.8274 2.8688 -2.8880
C -0.2806 1.9660 -3.4621
C -0.5834 2.2798 -4.9317
C 0.6916 2.7141 -5.6418
C 1.1790 4.0471 -5.0596
C 0.7540 4.2219 -3.5913
H -4.3649 1.4967 1.2996
H -3.1748 1.2155 2.5682
H -3.7084 -0.0977 1.5308
H -3.6708 3.1146 -1.3331
H -5.4308 2.9066 -3.0078
H -6.0091 0.6652 -3.9109
H -4.7143 -1.2727 -3.2320
H -2.7271 -3.9043 -0.9157
H -5.2764 -2.2567 -0.6619
H -4.0631 -2.4713 0.6098
H -5.9697 -4.0558 0.8943
H -4.4506 -4.9097 0.6081
H -6.5822 -4.3119 -1.4877
H -6.2453 -5.8948 -0.7768
H -5.1649 -5.6648 -2.9996
H -3.9577 -5.8425 -1.7207
H -4.8745 -3.2207 -2.9674
H -3.3515 -4.0490 -3.3239
H -0.5994 -0.9957 -2.7823
H -2.1627 -0.5425 -4.4543
H -2.9508 -2.1043 -4.3583
H -1.2771 -1.5976 -6.3515
H -1.3375 -3.2023 -5.6336
H 0.6253 -1.0331 -4.8054
H 1.0002 -2.3445 -5.9107
H 1.5428 -2.6107 -3.3266
H 0.9318 -3.9903 -4.2374
H -0.1700 -3.3251 -1.9030
H -1.1556 -3.9384 -3.2227
H -3.4567 3.5966 1.4274
H -3.3817 6.0187 1.0829
H -1.6774 6.9783 -0.4472
H 0.0224 5.5352 -1.4253
H 2.9870 2.7414 -0.4443
H 1.9396 5.5761 -0.8163
H 3.1001 4.6816 -1.8101
H 4.2307 6.2810 -0.3495
H 4.6948 4.6290 0.0227
H 3.4324 6.6109 1.7853
H 4.1755 5.0753 2.2022
H 1.2988 5.5764 1.3450
H 1.8719 4.9592 2.8861
H 0.9575 3.1575 1.5038
H 2.6816 2.8991 1.7788
H 1.8075 2.4243 -3.1138
H -1.2013 2.0797 -2.8783
H 0.0350 0.9244 -3.3682
H -1.3190 3.0828 -5.0007
H -1.0129 1.4051 -5.4231
H 0.5148 2.8166 -6.7146
H 1.4497 1.9394 -5.5081
H 0.7629 4.8721 -5.6410
H 2.2674 4.0992 -5.1396
H -0.2748 4.5853 -3.5550
H 1.3995 4.9656 -3.1265
C 7.7229 0.5126 -0.2126
Si 5.9292 1.1972 -0.1270
C 5.5787 2.0667 -1.8067
C 5.9701 2.5237 1.2575
As 4.1390 -0.2882 0.3393
Si 4.5869 -1.9359 -1.3331
C 3.6998 -3.6149 -1.1186
C 3.8814 -1.0882 -2.9062
C 6.4351 -2.3165 -1.6796
Si 4.8454 -1.0869 2.4644
C 6.7284 -1.1902 2.8363
C 4.1410 0.1848 3.7158
C 4.0678 -2.7787 2.8892
H 8.4270 1.1778 0.2782
H 8.0569 0.3796 -1.2358
H 7.7884 -0.4519 0.2784
H 5.8521 3.1171 -1.7955
H 4.5218 2.0032 -2.0569
H 6.1357 1.5962 -2.6119
H 4.9656 2.8289 1.5321
H 6.4478 2.1296 2.1490
H 6.5209 3.4108 0.9609
H 2.6203 -3.5003 -1.1478
H 3.9490 -4.0779 -0.1698
H 3.9786 -4.3163 -1.9007
H 2.9098 -0.6477 -2.6763
H 3.7558 -1.7700 -3.7420
H 4.5415 -0.2902 -3.2337
H 6.9635 -2.5732 -0.7670
H 6.9271 -1.4535 -2.1136
H 6.5592 -3.1449 -2.3697
H 7.2084 -0.2319 2.6636
H 7.2253 -1.9310 2.2168
H 6.9095 -1.4635 3.8727
H 4.6530 1.1383 3.6267
H 4.2425 -0.1470 4.7456
H 3.0801 0.3487 3.5216
H 4.1709 -3.4732 2.0614
H 3.0061 -2.6672 3.0966
H 4.5274 -3.2332 3.7621
F -0.2520 -3.5523 0.5984
C 0.3848 -2.8472 1.6294
F 1.4867 -2.2076 0.8664
H 0.9262 -3.6491 2.1655

Atomic forces in eV per Å
Ba 0.024 2.178 -0.221
C -0.001 0.394 -0.173
Si -1.356 0.635 -0.285
C -0.026 0.190 0.227
C -0.152 0.261 -0.289
C -0.019 0.100 -0.048
C -0.082 -0.088 -0.134
C -0.165 -0.090 -0.092
C 0.005 -0.195 0.197
P 0.037 -0.107 -0.584
C 0.304 0.440 0.176
C 0.183 -0.154 0.275
C -0.243 0.183 -0.161
C 0.199 -0.229 0.118
C -0.301 0.149 -0.130
C 0.260 -0.144 0.004
C -0.240 0.016 0.491
C 0.140 0.065 -0.048
C 0.139 0.164 -0.056
C -0.036 -0.171 -0.119
C -0.023 0.027 -0.092
C 0.163 0.143 0.051
C -0.362 -0.187 0.025
C -0.124 0.274 0.217
C -0.052 0.047 0.064
C 0.046 0.169 -0.052
C 0.002 0.119 -0.088
C 0.195 -0.172 -0.054
P 0.604 0.476 -0.397
C -0.236 -0.480 -0.280
C 0.134 -0.136 0.015
C -0.068 0.100 -0.089
C -0.122 0.011 0.020
C 0.085 -0.068 0.114
C -0.108 0.024 0.134
C -0.043 -0.275 0.512
C -0.114 -0.066 -0.172
C 0.152 -0.110 -0.082
C -0.185 0.069 -0.077
C -0.023 -0.030 0.029
C 0.173 -0.015 0.022
H -0.268 0.154 0.002
H 0.084 0.030 0.252
H -0.005 -0.296 0.010
H -0.010 0.076 0.043
H -0.021 0.020 0.027
H 0.025 0.005 -0.020
H 0.030 -0.117 -0.028
H -0.075 0.039 0.007
H 0.016 0.074 0.049
H -0.098 0.078 -0.006
H 0.052 -0.022 0.050
H 0.051 -0.038 0.092
H -0.110 0.000 -0.015
H -0.105 0.015 -0.008
H 0.065 -0.064 0.018
H 0.075 -0.061 -0.035
H 0.006 0.046 -0.092
H 0.020 0.112 -0.103
H -0.037 0.000 -0.086
H -0.058 -0.018 -0.004
H -0.097 0.035 0.105
H -0.080 -0.075 -0.039
H -0.049 -0.034 -0.039
H 0.041 0.068 0.011
H 0.056 0.068 0.044
H 0.092 -0.088 0.053
H 0.118 -0.008 0.018
H -0.034 -0.138 0.045
H -0.103 -0.086 0.058
H -0.183 -0.059 0.072
H -0.051 0.047 0.003
H 0.009 0.109 0.013
H 0.104 0.049 0.017
H -0.110 0.142 -0.029
H -0.047 0.036 -0.121
H -0.117 0.062 -0.064
H 0.108 -0.040 -0.001
H 0.079 -0.029 -0.064
H 0.073 0.006 0.032
H 0.027 0.033 0.053
H -0.097 0.039 0.035
H -0.066 0.023 -0.004
H 0.037 -0.061 0.088
H -0.018 -0.044 0.050
H -0.013 -0.001 -0.011
H 0.076 -0.066 0.019
H -0.038 -0.052 0.027
H -0.109 -0.004 -0.021
H -0.094 -0.004 0.035
H 0.094 -0.060 0.005
H 0.060 -0.054 -0.045
H 0.083 0.051 -0.038
H 0.011 0.102 0.003
H 0.020 0.081 0.117
H -0.119 0.067 0.052
C -0.762 -0.131 0.065
Si 0.833 1.064 -0.223
C -0.173 -0.491 0.574
C -0.307 -0.681 -0.366
As 0.351 -0.260 0.004
Si 0.149 -0.598 -1.125
C 0.125 0.738 0.274
C 0.170 -0.147 0.758
C -0.654 0.325 0.422
Si 0.224 -0.269 1.323
C -0.693 0.092 -0.522
C 0.095 -0.365 -0.695
C 0.113 0.589 -0.441
H -0.017 0.237 0.132
H -0.017 -0.013 -0.219
H 0.089 -0.183 0.095
H 0.109 0.196 0.159
H -0.154 0.035 -0.079
H 0.094 -0.154 -0.107
H -0.209 0.110 0.077
H 0.094 -0.144 0.194
H 0.149 0.095 -0.218
H -0.186 0.059 0.054
H 0.037 -0.092 0.219
H 0.185 0.080 -0.238
H -0.088 0.053 -0.064
H 0.014 -0.243 -0.055
H 0.095 0.195 -0.011
H 0.124 -0.052 0.194
H 0.103 0.203 -0.061
H -0.208 -0.182 -0.158
H 0.115 0.175 -0.055
H 0.088 -0.121 -0.157
H -0.204 -0.046 0.194
H 0.046 0.213 -0.055
H 0.078 -0.197 0.106
H -0.070 0.060 0.018
H -0.017 -0.162 -0.134
H -0.133 0.030 -0.046
H 0.202 0.088 0.162
F -0.116 -0.089 -0.202
C -0.563 -1.088 0.987
F 2.842 -2.973 -0.302
H -0.018 0.375 -0.079

* total energy: -6142.427566 hartree
* Kohn-Sham gap: 6.028 eV
* energy relative to the best compared isomer or geometry (same formula, charge and spin): 43.26 kcal per mole

(2)
7 unconnected molecules or ions with the total composition C47H84FN4O18P2S, computed with wB97M-V/def2-TZVPD.

CARTESIAN COORDINATES (ANGSTROEM)
C 8.3435 -1.9648 2.5389
C 9.3103 -0.9536 1.9209
C 8.9282 -0.5390 0.4986
C 7.5990 0.2116 0.4208
C 7.1870 0.5195 -1.0210
C 5.7797 1.1231 -1.1306
C 4.6921 0.0388 -1.1136
C 3.3361 0.4918 -1.6897
C 2.0346 0.2041 -0.9221
P 0.5355 0.3492 -2.1037
C 0.8869 1.8597 -3.0691
C 0.7260 -0.9631 -3.3782
C 1.7298 1.3031 0.1412
C 2.9452 1.9633 0.8186
S 3.8083 1.0593 2.0939
O 5.2252 1.2118 1.9324
O 3.1637 1.3791 3.3392
C 0.6298 0.9129 1.1822
C -0.7251 1.5555 0.8641
O -0.7321 2.8581 1.4562
C -1.9429 3.4942 1.2826
C -2.5374 4.0039 2.5494
O -2.4357 3.5681 0.2028
N 0.4221 -0.5458 1.3780
P 1.0529 -1.1349 2.9421
O 0.9640 -2.7155 2.5023
O -0.2865 -0.9607 3.8435
C 0.7547 -1.3599 0.3060
N -0.0822 -2.2846 -0.0502
C -1.3904 -2.5694 0.5607
C -1.9232 -3.9119 0.0124
N -2.2838 -4.8916 1.0313
N 1.9853 -1.1695 -0.2851
C 2.5722 -2.3103 -1.0197
C 3.6531 -3.0422 -0.2065
C 4.7897 -3.6203 -1.0226
F 3.0019 -4.1276 0.4186
H 8.1525 -2.7879 1.8437
H 8.7685 -2.4023 3.4450
H 7.3937 -1.5065 2.8227
H 9.4048 -0.0751 2.5658
H 10.3035 -1.4126 1.8819
H 9.7178 0.1003 0.0904
H 8.8761 -1.4428 -0.1207
H 6.8201 -0.3845 0.9075
H 7.6927 1.1504 0.9755
H 7.2324 -0.4149 -1.5938
H 7.9132 1.2147 -1.4505
H 5.6436 1.8045 -0.2859
H 5.6963 1.6998 -2.0552
H 4.6053 -0.3750 -0.1044
H 5.0672 -0.7676 -1.7460
H 3.2330 0.0730 -2.6942
H 3.3676 1.5724 -1.8511
H 1.2228 2.6714 -2.4243
H 1.6908 1.6766 -3.7880
H -0.0279 2.1582 -3.5835
H 0.3374 -0.5369 -4.3069
H 1.7463 -1.2908 -3.5815
H 0.0925 -1.8195 -3.1399
H 1.3003 2.1276 -0.4349
H 3.6764 2.3410 0.1037
H 2.5719 2.8267 1.3800
H 3.4964 -0.2293 1.7929
H 0.9216 1.3214 2.1557
H -1.5218 0.9512 1.3155
H -0.9097 1.6078 -0.2080
H -3.1797 4.8557 2.3464
H -1.7716 4.2837 3.2722
H -3.1730 3.2281 2.9836
H 1.2096 -3.3009 3.2295
H -1.0081 -0.4654 3.4368
H 0.1669 -2.8731 -0.8321
H -1.2478 -2.6411 1.6364
H -2.0570 -1.7288 0.3519
H -2.8129 -3.7292 -0.5907
H -1.1464 -4.3719 -0.6010
H -2.7899 -4.4578 1.7963
H -1.4479 -5.2960 1.4405
H 2.9488 -2.0061 -1.9911
H 1.8375 -3.0944 -1.1999
H 3.9958 -2.4159 0.6189
H 5.1694 -2.9193 -1.7614
H 5.6092 -3.9136 -0.3661
H 4.4380 -4.5205 -1.5313
O -1.9102 -6.9603 -1.6241
C -0.9024 -7.3351 -1.1035
O 0.1122 -6.4668 -0.8277
C 1.2545 -7.1797 -0.3062
C 0.6840 -8.4784 0.2542
C -0.5009 -8.7279 -0.6749
H 1.9530 -7.3495 -1.1287
H 1.7351 -6.5495 0.4395
H 1.4069 -9.2883 0.2815
H 0.3252 -8.3228 1.2712
H -0.2179 -9.2858 -1.5696
H -1.3361 -9.2298 -0.1948
O -5.3904 5.1607 2.0152
C -5.6659 5.8220 1.0529
O -6.2854 7.0154 1.1549
C -6.5829 7.5385 -0.1576
C -5.6032 6.8440 -1.0956
C -5.4214 5.4942 -0.4063
H -7.6207 7.2974 -0.3930
H -6.4714 8.6190 -0.1278
H -5.9735 6.7817 -2.1160
H -4.6549 7.3831 -1.1089
H -6.1807 4.7705 -0.7122
H -4.4375 5.0458 -0.5292
O -3.1000 2.6548 -5.3978
C -3.5654 2.1494 -4.4203
O -2.9402 2.2177 -3.2153
C -3.6516 1.4448 -2.2395
C -5.0771 1.3325 -2.7678
C -4.8458 1.3481 -4.2779
H -3.1661 0.4668 -2.1589
H -3.5791 1.9565 -1.2827
H -5.5982 0.4509 -2.4013
H -5.6491 2.2127 -2.4714
H -4.6611 0.3496 -4.6792
H -5.6431 1.8126 -4.8512
O 0.1912 -10.8446 2.0875
C -0.3646 -10.7384 3.1415
O -0.6522 -9.5260 3.6801
C -1.2321 -9.6858 4.9892
C -1.8013 -11.0998 5.0039
C -0.8362 -11.8323 4.0764
H -0.4411 -9.5510 5.7299
H -1.9804 -8.9088 5.1230
H -1.8653 -11.5177 6.0057
H -2.8022 -11.0996 4.5708
H 0.0370 -12.2194 4.6052
H -1.2875 -12.6405 3.5078
O -10.2431 7.5966 -0.7806
C -10.1448 8.0101 0.3383
O -9.6092 9.2219 0.6153
C -9.5011 9.4095 2.0393
C -10.5232 8.4548 2.6463
C -10.5184 7.3138 1.6329
H -8.4798 9.1632 2.3388
H -9.6928 10.4573 2.2549
H -10.2681 8.1559 3.6604
H -11.5055 8.9281 2.6669
H -9.7449 6.5741 1.8509
H -11.4738 6.8083 1.5233
O 4.0822 3.1653 -3.4634
C 3.4324 4.1722 -3.4428
O 2.7380 4.5416 -2.3366
C 1.9529 5.7235 -2.6106
C 2.6393 6.3850 -3.7996
C 3.2045 5.1793 -4.5466
H 0.9335 5.4068 -2.8434
H 1.9399 6.3335 -1.7114
H 1.9609 6.9978 -4.3879
H 3.4548 7.0188 -3.4499
H 2.4844 4.7503 -5.2469
H 4.1345 5.3750 -5.0731

Atomic forces in eV per Å
C 0.110 0.064 0.149
C 0.127 -0.244 -0.115
C -0.138 0.164 0.218
C 0.239 -0.216 -0.217
C -0.076 0.052 0.363
C 0.149 -0.146 -0.096
C 0.153 0.122 -0.039
C -0.061 -0.082 0.139
C 0.138 0.481 -0.310
P -0.556 -0.172 0.291
C 0.494 -0.150 -0.123
C 0.062 0.091 -0.101
C 0.149 -0.345 0.356
C -0.147 0.309 0.002
S -0.055 0.115 0.150
O -0.192 0.066 0.194
O 0.002 -0.098 -0.062
C -0.049 0.134 -0.193
C 0.102 -0.040 -0.082
O -0.134 -0.369 0.389
C 0.364 0.115 0.481
C 0.206 0.520 0.219
O -0.507 -0.051 -0.801
N 0.246 0.047 -0.239
P -0.254 -0.242 0.094
O -0.093 0.133 0.130
O 0.114 0.255 -0.043
C 0.214 0.228 0.183
N 0.054 -0.137 0.148
C 0.129 -0.084 0.055
C -0.236 -0.029 0.447
N 0.289 0.160 0.205
N -0.453 -0.158 -0.528
C 0.185 -0.200 0.094
C -0.144 -0.041 0.078
C -0.059 -0.161 0.119
F -0.010 0.067 0.118
H -0.059 0.048 0.005
H -0.029 0.036 -0.026
H -0.011 -0.036 -0.101
H -0.067 0.001 -0.038
H -0.026 0.065 0.032
H -0.004 -0.103 -0.085
H 0.044 0.063 -0.051
H 0.049 0.126 -0.010
H -0.155 -0.096 0.069
H 0.057 0.129 -0.152
H 0.006 -0.096 -0.067
H -0.014 0.070 -0.217
H -0.078 -0.045 0.039
H -0.032 -0.006 -0.057
H -0.056 -0.129 0.100
H 0.054 0.062 0.005
H -0.083 -0.078 -0.056
H -0.177 0.034 0.006
H -0.106 0.087 -0.057
H 0.017 -0.014 0.022
H -0.026 -0.033 0.048
H -0.036 0.029 -0.013
H 0.143 -0.050 0.020
H 0.033 0.048 0.090
H -0.030 -0.206 0.001
H 0.059 -0.004 -0.051
H 0.001 -0.043 0.020
H 0.036 -0.058 0.000
H 0.047 0.052 0.021
H -0.020 0.031 0.038
H -0.046 -0.108 -0.039
H 0.020 -0.166 -0.037
H 0.089 -0.040 -0.044
H 0.162 -0.014 -0.083
H -0.087 -0.149 -0.013
H -0.012 -0.043 0.056
H -0.030 0.008 -0.063
H 0.052 -0.022 -0.067
H 0.159 -0.028 -0.190
H -0.271 -0.087 -0.199
H -0.147 -0.063 -0.117
H -0.022 -0.041 -0.072
H 0.062 0.186 0.129
H 0.036 0.075 -0.274
H 0.098 0.104 -0.141
H 0.014 0.058 0.018
H -0.035 0.017 -0.035
H -0.013 0.098 -0.078
O 0.042 0.022 0.018
C -0.149 -0.037 -0.188
O 0.164 0.210 0.082
C 0.001 -0.117 0.069
C 0.001 0.130 -0.063
C 0.106 0.077 0.219
H -0.006 -0.017 -0.011
H -0.028 0.033 -0.037
H -0.011 0.006 -0.014
H 0.042 -0.025 -0.004
H -0.040 -0.027 -0.007
H -0.025 -0.047 -0.092
O -0.040 0.051 -0.001
C -0.087 -0.097 -0.021
O 0.004 0.018 0.032
C -0.090 0.070 -0.154
C 0.054 -0.058 0.055
C 0.086 0.156 -0.054
H 0.022 0.001 -0.047
H -0.004 -0.005 0.080
H -0.045 -0.012 0.017
H -0.006 0.009 -0.015
H 0.002 -0.020 0.002
H -0.054 -0.076 0.027
O -0.024 -0.019 0.040
C 0.067 -0.027 -0.103
O 0.083 0.009 -0.007
C -0.072 -0.118 0.256
C 0.018 0.070 -0.147
C -0.045 0.116 0.170
H -0.008 -0.005 -0.016
H 0.063 0.054 -0.038
H 0.036 -0.027 -0.020
H -0.007 -0.009 0.015
H -0.016 0.002 -0.033
H 0.023 -0.050 -0.073
O -0.075 -0.028 0.029
C 0.086 -0.046 0.003
O -0.005 0.014 -0.013
C -0.021 -0.006 0.062
C -0.007 -0.024 -0.050
C -0.156 0.088 0.022
H -0.003 -0.014 0.006
H 0.012 0.013 -0.039
H 0.044 0.010 0.006
H -0.006 0.004 0.021
H 0.005 -0.027 -0.013
H 0.086 -0.042 -0.008
O 0.023 0.025 0.021
C 0.086 -0.141 0.004
O 0.027 0.015 -0.016
C 0.010 0.014 0.075
C -0.033 -0.022 -0.035
C -0.113 0.212 0.080
H -0.006 -0.019 0.005
H -0.005 0.004 -0.044
H 0.041 -0.015 -0.016
H 0.008 0.009 0.015
H -0.010 -0.029 -0.022
H 0.050 -0.089 -0.030
O -0.025 0.047 0.012
C -0.045 -0.072 -0.013
O 0.018 0.000 0.017
C -0.051 0.063 -0.021
C 0.052 -0.019 -0.006
C 0.037 0.164 0.144
H 0.007 -0.002 -0.014
H 0.030 -0.035 0.020
H -0.027 -0.037 -0.007
H -0.016 0.016 0.002
H 0.023 -0.017 -0.024
H -0.024 -0.076 -0.069

* total energy: -4595.292395 hartree
* Kohn-Sham gap: 8.382 eV
* charge: +1